# C3Cl5NS

A cluster of 2 separate species, C3Cl5NS in total (wB97M-V/def2-TZVPD, the OMol25 dataset).

```
10
Properties=species:S:1:pos:R:3:forces:R:3:mulliken_charge:R:1
C 1.910347 0.664644 -2.215121 -0.58 0.04 0.11 0.362
C 0.082704 -0.521524 0.757095 0.58 0.41 -0.68 -0.019
C -1.323713 -0.080242 0.894695 -0.74 0.05 0.48 0.378
N 3.066185 0.694953 -2.256603 0.98 -0.04 -0.02 -0.351
S 0.281765 0.665916 -2.144071 -0.44 -0.24 0.20 -0.041
Cl 1.293323 0.469051 1.392970 0.12 -0.12 0.10 -0.036
Cl 0.420566 -2.150506 0.541281 0.13 -0.21 0.07 -0.059
Cl -2.388192 -1.000807 -0.171178 -0.03 0.11 -0.04 -0.063
Cl -1.501515 1.647224 0.587162 -0.10 0.01 0.01 -0.050
Cl -1.841471 -0.388709 2.613771 0.09 -0.01 -0.23 -0.120
```
Forces are in eV/Å.

Computed properties:
Orbital gap (alpha / beta) in eV: 8.3 / 5.8
Lowest unoccupied orbital energy (alpha / beta) in eV: -1.8521 / -3.4010
Multiplicity: 1


# C5H8O

The molecule C5H8O (wB97M-V/def2-TZVPD, the OMol25 dataset).

```
14
Properties=species:S:1:pos:R:3:forces:R:3:mulliken_charge:R:1
C -2.300352 -0.042109 1.669506 -0.06 -0.05 0.07 -1.305
C -1.205921 0.176598 0.723415 0.38 0.11 -0.33 0.915
C -0.333738 0.416798 -0.074176 -0.38 -0.06 0.35 -0.332
C 0.706907 0.726521 -1.059722 -0.01 0.03 -0.08 -0.567
C 1.934063 -0.177959 -0.923979 0.21 0.35 -0.02 -0.534
O 1.615404 -1.542643 -1.043420 -0.15 -0.14 0.22 -0.503
H -2.057526 -0.818467 2.402339 0.01 0.11 -0.14 0.302
H -2.514950 0.879621 2.218077 0.00 -0.11 -0.07 0.287
H -3.209597 -0.347609 1.142530 0.12 0.05 0.08 0.289
H 0.289241 0.615838 -2.066032 0.04 0.01 0.09 0.246
H 1.017275 1.771811 -0.943613 -0.03 -0.11 -0.04 0.290
H 2.633937 0.040658 -1.734815 -0.06 0.03 0.10 0.312
H 2.441059 0.041498 0.028897 -0.08 -0.11 -0.13 0.274
H 0.984196 -1.740557 -0.339007 0.00 -0.10 -0.11 0.327
```
Forces are in eV/Å.

Computed properties:
Orbital gap in eV: 10.5
SMILES: CC#CCCO
Energy relative to the best compared isomer or geometry (same formula, charge and spin) in kcal/mol: 43.0
Lowest unoccupied orbital energy in eV: 0.9068
Multiplicity: 1


# C7H12

A cluster of 2 separate species, C7H12 in total (wB97M-V/def2-TZVPD, the OMol25 dataset).

```
19
Properties=species:S:1:pos:R:3:forces:R:3:mulliken_charge:R:1
C -1.921086 0.753238 -1.143681 -0.02 0.06 -0.10 -0.877
C -1.505790 0.007568 -0.132422 -0.51 -0.34 0.09 0.672
C -1.653095 0.441760 1.297812 -0.01 0.03 -0.12 -1.197
C -0.967703 -1.375573 -0.325614 -0.04 0.10 -0.10 -1.157
H -2.333506 1.737314 -0.994323 -0.09 0.23 0.11 0.311
H -1.850646 0.419912 -2.165525 0.04 -0.14 -0.18 0.278
H -0.839537 0.051111 1.903720 0.10 0.02 0.10 0.314
H -2.589523 0.057805 1.704506 -0.02 -0.07 0.07 0.384
H -1.671663 1.524519 1.387115 -0.03 0.12 0.05 0.361
H -0.921096 -1.636455 -1.378849 0.01 -0.07 -0.10 0.343
H -1.604497 -2.096116 0.187152 -0.03 -0.11 0.06 0.323
H 0.032051 -1.448157 0.097613 0.10 -0.05 0.06 0.196
C 1.134933 1.155203 -0.108253 0.85 0.12 0.07 0.199
C 2.141404 0.509072 -0.074276 -0.32 0.02 0.01 -0.193
C 3.328955 -0.316626 -0.035312 0.21 -0.10 0.04 -1.420
H 0.309088 1.794775 -0.145501 -0.50 0.34 -0.04 0.531
H 4.209167 0.301512 -0.211406 0.08 -0.11 0.01 0.327
H 3.278292 -1.087371 -0.804673 0.09 -0.03 0.04 0.303
H 3.424251 -0.793500 0.941924 0.07 -0.02 -0.08 0.302
```
Forces are in eV/Å.

Computed properties:
Orbital gap in eV: 10.1
SMILES: C=C(C)C.C#CC
Energy relative to the best compared isomer or geometry (same formula, charge and spin) in kcal/mol: 55.3
Lowest unoccupied orbital energy in eV: 0.9632
Multiplicity: 1


# C6H2N2O3S3

The ion C6H2N2O3S3 with charge -2 at a distorted geometry (wB97M-V/def2-TZVPD, the OMol25 dataset).

```
16
Properties=species:S:1:pos:R:3:forces:R:3:mulliken_charge:R:1
O -0.774322 -3.303953 -2.518358 -0.08 0.64 0.19 -0.725
C -0.421495 -2.348681 -1.813596 0.86 -0.09 0.36 0.488
N 0.869348 -1.915340 -1.658462 -0.08 0.63 0.11 -0.056
C 1.227358 -0.860968 -0.790819 -5.05 0.53 2.33 -0.198
S 2.859500 -0.541072 -0.565844 0.68 0.46 -0.04 -0.626
C -0.035370 -0.404367 -0.080330 4.62 -3.45 -4.75 0.137
N -0.176467 0.640073 0.744740 -0.58 1.08 -1.07 0.086
C -0.651028 2.019663 0.243234 2.16 -1.71 0.19 0.719
O -0.700421 2.203436 -0.954326 -0.90 -0.05 -1.16 -0.693
C -0.672977 2.823232 1.325085 0.70 -0.67 2.38 -0.936
S -0.476833 1.907061 2.882151 0.00 1.11 -0.31 -0.253
C -0.055729 0.433158 2.046999 -0.79 0.66 1.83 0.559
O 0.181901 -0.573221 2.674676 0.52 -1.17 0.09 -0.654
S -1.385479 -1.370813 -0.727636 -0.39 0.21 0.18 -0.275
H 1.630958 -2.214595 -2.233520 0.06 -0.59 -0.30 0.191
H -1.418944 3.506387 1.426007 -1.73 2.39 -0.02 0.236
```
Forces are in eV/Å.

Computed properties:
Orbital gap in eV: 5.2
SMILES: O=c1[nH]c([S-])c(-n2c([O-])csc2=O)s1
Lowest unoccupied orbital energy in eV: 5.2518
Charge: -2
Multiplicity: 1


# C3H15NO4

A cluster of 4 separate species, C3H15NO4 in total at a distorted geometry (wB97M-V/def2-TZVPD, the OMol25 dataset).

```
23
Properties=species:S:1:pos:R:3:forces:R:3:mulliken_charge:R:1
N -0.485923 -2.403498 0.299260 3.63 -0.68 -0.03 -0.603
C -1.219275 -1.343094 -0.353798 -2.28 -0.87 -1.45 -0.554
C -1.417034 -0.249627 0.661177 0.04 -0.60 1.44 -0.309
C -2.372794 0.809233 0.181387 -1.28 2.32 -0.69 -0.424
O -1.750384 2.070725 0.296697 1.30 1.08 0.11 -0.616
H 0.350451 -1.895017 0.699950 -0.98 -1.14 -0.19 0.222
H -0.022515 -3.214356 -0.246473 -1.49 2.04 0.54 0.247
H -0.951967 -0.941725 -1.392892 0.34 -0.56 1.32 0.248
H -2.267677 -1.765856 -0.484696 0.99 0.52 -0.30 0.359
H -0.417105 0.195080 1.067588 -1.92 -0.71 -0.83 0.339
H -1.926409 -0.749964 1.527027 0.84 0.35 -0.45 0.190
H -3.364909 0.921047 0.722421 1.31 -0.53 0.08 0.269
H -2.764286 0.832740 -0.868363 0.72 -1.29 0.28 0.231
H -0.767664 2.000632 0.104285 -1.68 -0.04 0.36 0.418
O 2.266991 -0.365977 0.961121 -1.01 0.14 -0.32 -0.710
H 3.210818 -0.438119 1.092231 0.29 -0.06 -0.23 0.271
H 2.078286 -0.392440 -0.010322 0.90 -0.42 0.56 0.447
O 2.399186 0.049784 -1.754488 0.70 1.91 -0.29 -0.680
H 2.215795 1.003512 -1.526424 -0.38 -1.20 -0.15 0.360
H 3.245473 0.166569 -2.232869 -0.54 -0.59 0.26 0.314
O 0.972430 1.890198 0.129121 3.10 -0.05 1.76 -0.733
H 1.511784 2.666046 0.462013 -1.24 -0.84 -0.74 0.317
H 1.476729 1.154105 0.666047 -1.33 1.23 -1.03 0.397
```
Forces are in eV/Å.

Computed properties:
Orbital gap in eV: 9.0
SMILES: NCCCO.O.O.O
Energy relative to the best compared isomer or geometry (same formula, charge and spin) in kcal/mol: 43.0
Lowest unoccupied orbital energy in eV: 0.0290
Multiplicity: 1